[1]
Entry from the OMol25 dataset: the ion C3HN4 with charge +1 at a distorted geometry (the ωB97M-V functional and the def2-TZVPD basis).

Last columns: bonded neighbours and bond lengths (Å).
Element x y z (Å)
1 N -0.08 -0.18 0.32  N4 1.240, C7 1.166
2 N 0.57 -0.77 -3.22  C5 1.125
3 N -0.46 2.59 2.69  C6 1.149
4 N 0.21 -1.14 -0.41  N1 1.240, C5 1.735, H8 1.015
5 C 0.39 -0.87 -2.11  N2 1.125, N4 1.735
6 C -0.35 1.74 1.93  N3 1.149, C7 1.358
7 C -0.18 0.73 1.04  N1 1.166, C6 1.358
8 H -0.09 -2.09 -0.23  N4 1.015

Computed properties:
- energy (eV) = -9072.7925
- charge = +1
- frontier orbital gap (eV) = 9.2
- ΔE to the lowest compared entry with this formula, charge and spin (kcal per mole) = 32.93
- SMILES = N#CC#[N+]NC#N

***

[2]
Entry from the OMol25 dataset: a cluster of 12 separate species, C6H36N2O11 in total at a distorted geometry (the ωB97M-V functional and the def2-TZVPD basis).

Last columns: bonded neighbours and bond lengths (Å).
Element x y z (Å)
1 O -0.41 2.58 -1.28  H30 0.952, H36 0.963
2 O 0.41 1.85 3.98  H31 0.961, H43 0.971
3 O -2.62 1.52 -2.44  H28 0.978, H50 0.986
4 O 0.69 1.65 0.82  H21 0.968, H25 0.969
5 O 3.06 -3.00 0.15  H47 0.966, H52 0.968
6 O 4.58 -0.71 1.18  H41 0.965, H42 0.986
7 O -3.04 1.11 3.31  H26 0.964, H38 0.965
8 O 1.07 -2.66 2.33  H33 0.954, H51 0.957
9 O -2.29 0.33 -4.63  H34 0.955, H39 0.954
10 O -1.85 2.84 1.63  H49 0.969, H53 0.967
11 O 2.59 0.34 2.75  H37 0.958, H44 0.966
12 N 0.82 -0.46 -3.92  C19 1.397, H22 1.011, H23 1.024
13 N -2.04 -1.48 1.76  C17 1.487, H46 1.004, H48 1.012
14 C 2.39 0.31 -2.16  C19 1.535, H20 1.091, H24 1.089, H32 1.106
15 C 0.15 -0.63 -1.61  C16 1.502, C19 1.331, H27 1.094
16 C -1.20 -1.28 -1.72  C15 1.502, C18 1.529, H40 1.118, H54 1.133
17 C -2.42 -1.27 0.34  N13 1.487, C18 1.517, H29 1.121, H45 1.097
18 C -1.67 -2.20 -0.60  C16 1.529, C17 1.517, H35 1.107, H55 1.092
19 C 1.02 -0.25 -2.55  N12 1.397, C14 1.535, C15 1.331
20 H 2.20 1.23 -1.61  C14 1.091
21 H 1.52 1.23 0.57  O4 0.968
22 H 1.66 -0.43 -4.48  N12 1.011
23 H -0.05 -0.10 -4.32  N12 1.024
24 H 2.99 0.43 -3.06  C14 1.089
25 H 0.94 1.86 1.73  O4 0.969
26 H -3.08 1.09 4.27  O7 0.964
27 H 0.45 -0.62 -0.56  C15 1.094
28 H -2.82 2.43 -2.15  O3 0.978
29 H -3.53 -1.38 0.34  C17 1.121
30 H 0.49 2.35 -1.45  O1 0.952
31 H 0.71 0.94 4.08  O2 0.961
32 H 2.86 -0.31 -1.37  C14 1.106
33 H 0.78 -3.40 2.85  O8 0.954
34 H -2.56 1.17 -4.28  O9 0.955
35 H -0.77 -2.66 -0.14  C18 1.107
36 H -0.66 2.36 -0.37  O1 0.963
37 H 3.10 1.09 3.07  O11 0.958
38 H -3.82 0.65 2.98  O7 0.965
39 H -2.34 -0.28 -3.90  O9 0.954
40 H -1.16 -1.69 -2.76  C16 1.118
41 H 5.18 -0.33 0.53  O6 0.965
42 H 4.62 -1.67 0.94  O6 0.986
43 H -0.35 1.79 3.38  O2 0.971
44 H 3.20 -0.27 2.33  O11 0.966
45 H -2.37 -0.18 0.20  C17 1.097
46 H -1.77 -0.62 2.22  N13 1.004
47 H 2.82 -2.39 -0.55  O5 0.966
48 H -1.28 -2.12 1.90  N13 1.012
49 H -1.45 3.33 2.36  O10 0.969
50 H -1.69 1.67 -2.15  O3 0.986
51 H 1.62 -2.02 2.77  O8 0.957
52 H 2.25 -3.33 0.57  O5 0.968
53 H -2.63 2.50 2.10  O10 0.967
54 H -2.03 -0.53 -1.91  C16 1.133
55 H -2.32 -3.00 -0.95  C18 1.092

Computed properties:
- energy (eV) = -32308.0106
- frontier orbital gap (eV) = 7.7
- ΔE to the lowest compared entry with this formula, charge and spin (kcal per mole) = 60.81
- SMILES = C/C(N)=C/CCCN.O.O.O.O.O.O.O.O.O.O.O

***

[3]
Entry from the OMol25 dataset: the molecule C23H39NO2 (the ωB97M-V functional and the def2-TZVPD basis).

Last columns: bonded neighbours and bond lengths (Å).
Element x y z (Å)
1 O 0.40 1.49 -1.80  C4 1.347, H47 0.971
2 O 2.40 0.84 -1.06  C4 1.211
3 N -0.36 2.67 4.39  C10 1.446, C12 1.369, H48 1.009
4 C 1.31 1.32 -0.82  O1 1.347, O2 1.211, C22 1.466
5 C -1.95 0.28 5.02  C9 1.537, C24 1.530, H39 1.092, H52 1.093
6 C 2.45 1.79 -6.36  C8 1.524, H29 1.088, H50 1.088, H55 1.088
7 C 0.75 -2.25 -2.88  C11 1.528, C17 1.527, H32 1.092, H43 1.093
8 C 2.83 0.35 -6.07  C6 1.524, C19 1.527, H60 1.092, H65 1.093
9 C -2.64 -0.98 4.48  C5 1.537, C23 1.533, H41 1.092, H56 1.092
10 C -1.73 2.82 4.83  N3 1.446, C24 1.540, H33 1.092, H54 1.095
11 C 2.25 -2.01 -3.02  C7 1.528, C20 1.530, H28 1.092, H40 1.092
12 C 0.01 2.38 3.10  N3 1.369, C18 1.404, C25 1.402
13 C -1.28 -1.09 0.80  C14 1.527, C16 1.529, H30 1.093, H59 1.092
14 C -2.14 -0.67 1.99  C13 1.527, C23 1.526, H35 1.089, H46 1.093
15 C -1.18 -2.55 -1.26  C16 1.530, C17 1.528, H27 1.093, H49 1.093
16 C -1.64 -2.45 0.19  C13 1.529, C15 1.530, H37 1.093, H61 1.091
17 C 0.34 -2.44 -1.42  C7 1.527, C15 1.528, H42 1.090, H63 1.092
18 C 1.26 1.78 2.88  C12 1.404, C26 1.372, H45 1.082
19 C 2.30 -0.12 -4.72  C8 1.527, C20 1.528, H34 1.093, H51 1.093
20 C 2.67 -1.57 -4.42  C11 1.530, C19 1.528, H58 1.093, H64 1.092
21 C -0.37 2.37 0.72  C22 1.395, C25 1.377, H53 1.079
22 C 0.85 1.74 0.51  C4 1.466, C21 1.395, C26 1.397
23 C -1.97 -1.55 3.22  C9 1.533, C14 1.526, H38 1.093, H44 1.092
24 C -2.61 1.58 4.57  C5 1.530, C10 1.540, H36 1.088, H62 1.092
25 C -0.78 2.70 1.99  C12 1.402, C21 1.377, H31 1.079
26 C 1.67 1.47 1.61  C18 1.372, C22 1.397, H57 1.079
27 H -1.65 -1.75 -1.84  C15 1.093
28 H 2.56 -1.25 -2.30  C11 1.092
29 H 2.84 2.11 -7.32  C6 1.088
30 H -1.39 -0.32 0.03  C13 1.093
31 H -1.73 3.19 2.13  C25 1.079
32 H 0.20 -1.39 -3.29  C7 1.092
33 H -1.69 3.02 5.90  C10 1.092
34 H 1.21 -0.01 -4.71  C19 1.093
35 H -1.85 0.35 2.24  C14 1.089
36 H -2.83 1.53 3.51  C24 1.088
37 H -2.72 -2.57 0.22  C16 1.093
38 H -0.90 -1.69 3.42  C23 1.093
39 H -0.91 0.26 4.69  C5 1.092
40 H 2.78 -2.94 -2.76  C11 1.092
41 H -3.69 -0.77 4.26  C9 1.092
42 H 0.70 -1.58 -0.86  C17 1.090
43 H 0.46 -3.13 -3.47  C7 1.093
44 H -2.39 -2.54 3.02  C23 1.092
45 H 1.89 1.56 3.72  C18 1.082
46 H -3.19 -0.66 1.69  C14 1.093
47 H 0.77 1.16 -2.63  O1 0.971
48 H 0.27 2.30 5.08  N3 1.009
49 H -1.51 -3.50 -1.68  C15 1.093
50 H 1.37 1.91 -6.37  C6 1.088
51 H 2.72 0.51 -3.93  C19 1.093
52 H -1.95 0.25 6.11  C5 1.093
53 H -0.99 2.61 -0.13  C21 1.079
54 H -2.18 3.69 4.34  C10 1.095
55 H 2.85 2.45 -5.59  C6 1.088
56 H -2.62 -1.76 5.25  C9 1.092
57 H 2.62 0.99 1.44  C26 1.079
58 H 2.21 -2.23 -5.16  C20 1.093
59 H -0.24 -1.09 1.11  C13 1.092
60 H 3.92 0.25 -6.08  C8 1.092
61 H -1.20 -3.25 0.78  C16 1.091
62 H -3.56 1.72 5.10  C24 1.092
63 H 0.82 -3.33 -1.01  C17 1.092
64 H 3.76 -1.68 -4.51  C20 1.092
65 H 2.43 -0.30 -6.86  C8 1.093

Computed properties:
- energy (eV) = -30070.7080
- frontier orbital gap (eV) = 8.9
- ΔE to the lowest compared entry with this formula, charge and spin (kcal per mole) = 3.82
- SMILES = CCCCCCCCCCCCCCCCNc1ccc(C(=O)O)cc1